Entry from the OMol25 dataset: 11 unconnected molecules or ions with the total composition C78H180ClN10O10 at a distorted geometry (ωB97M-V/def2-TZVPD).

Output
Multiplicity: 1
E_LUMO: -15.6 eV
Charge: +9
HOMO: -21.26 eV
Frontier orbital gap: 5.681 eV

Positions of all 279 atoms, in Å:
C -0.29 1.02 6.96
O -0.86 -0.26 7.16
C -0.18 -1.11 8.09
C -1.07 -2.32 8.14
N -2.37 -1.74 8.76
H -2.29 -1.76 9.78
H -2.28 -0.75 8.46
C -3.68 -2.40 8.39
C -4.72 -1.32 8.49
O -4.31 -0.37 7.53
C -5.06 0.85 7.56
H -0.52 1.64 7.84
H -0.75 1.44 6.08
H 0.80 0.94 6.83
H -0.08 -0.70 9.11
H 0.80 -1.35 7.72
H -0.70 -3.13 8.78
H -1.24 -2.69 7.15
H -3.93 -3.26 8.99
H -3.56 -2.66 7.36
H -4.71 -0.89 9.50
H -5.66 -1.72 8.22
H -6.13 0.55 7.67
H -4.81 1.45 6.68
H -4.77 1.52 8.37
C 4.85 2.87 -2.25
O 3.79 2.86 -3.20
C 3.86 4.02 -4.01
C 2.59 4.05 -4.88
N 2.80 3.12 -6.08
H 2.15 3.43 -6.82
H 3.79 3.22 -6.42
C 2.63 1.63 -5.84
C 1.19 1.22 -5.89
O 0.57 1.69 -4.71
C -0.88 1.41 -4.70
H 4.59 2.18 -1.44
H 4.98 3.89 -1.90
H 5.81 2.58 -2.61
H 4.82 4.10 -4.60
H 3.83 4.92 -3.33
H 2.54 5.04 -5.38
H 1.69 3.75 -4.36
H 3.08 1.36 -4.87
H 3.15 1.22 -6.70
H 1.14 0.15 -6.04
H 0.72 1.69 -6.79
H -1.34 1.13 -5.64
H -1.51 2.14 -4.22
H -1.01 0.51 -4.06
C -9.34 2.07 5.53
O -8.72 1.94 4.30
C -7.42 2.27 4.05
C -7.22 2.49 2.61
N -7.41 1.18 1.88
H -6.96 0.43 2.41
H -8.46 1.08 1.89
C -6.98 1.03 0.40
C -8.18 1.36 -0.54
O -9.33 0.82 0.04
C -10.34 0.87 -0.96
H -9.90 3.00 5.45
H -8.62 2.17 6.35
H -10.03 1.26 5.67
H -6.65 1.54 4.31
H -7.10 3.18 4.53
H -6.25 2.96 2.32
H -8.03 3.11 2.21
H -6.78 -0.05 0.28
H -6.06 1.59 0.19
H -8.02 0.92 -1.54
H -8.19 2.44 -0.67
H -10.52 1.89 -1.28
H -11.23 0.52 -0.44
H -10.20 0.23 -1.84
C 4.86 -5.35 -1.49
O 5.57 -5.04 -2.67
C 4.82 -5.34 -3.85
C 5.52 -6.49 -4.53
N 5.31 -7.84 -3.93
H 6.11 -8.09 -3.32
H 4.49 -7.84 -3.35
C 5.10 -8.89 -4.96
C 4.02 -8.55 -5.98
O 3.21 -9.63 -6.06
C 2.53 -9.81 -7.26
H 5.51 -5.03 -0.67
H 4.66 -6.42 -1.40
H 3.90 -4.81 -1.56
H 4.81 -4.51 -4.57
H 3.75 -5.70 -3.72
H 6.61 -6.37 -4.52
H 5.24 -6.60 -5.58
H 4.74 -9.81 -4.49
H 6.07 -9.08 -5.43
H 4.47 -8.28 -6.91
H 3.45 -7.67 -5.64
H 1.68 -9.18 -7.42
H 2.17 -10.85 -7.27
H 3.19 -9.72 -8.14
C -0.99 -6.42 2.68
C 0.04 -7.13 1.79
C 1.54 -6.69 1.96
C 2.00 -7.06 3.39
C 2.27 -8.51 3.59
C 0.92 -9.25 3.43
N -0.05 -8.63 2.22
O -0.83 -9.34 1.73
C -0.10 -9.04 4.60
C 1.00 -10.71 3.06
C -0.32 -7.20 0.37
H -1.86 -7.01 2.50
H -1.03 -5.42 2.32
H -0.78 -6.40 3.72
H 1.55 -5.60 1.82
H 2.11 -7.08 1.08
H 1.19 -6.69 4.06
H 2.86 -6.45 3.72
H 2.65 -8.75 4.60
H 2.97 -8.93 2.90
H -0.48 -8.06 4.65
H 0.57 -9.17 5.46
H -0.87 -9.82 4.55
H 0.05 -11.22 2.89
H 1.43 -11.21 3.95
H 1.67 -10.93 2.22
H 0.33 -7.95 -0.10
H -0.18 -6.23 -0.08
H -1.32 -7.54 0.17
C -2.83 -4.44 -7.49
C -3.73 -4.38 -6.31
C -3.99 -5.82 -5.63
C -4.62 -5.63 -4.25
C -3.74 -4.79 -3.34
C -3.45 -3.40 -3.83
N -2.92 -3.49 -5.35
O -2.07 -2.86 -5.66
C -2.29 -2.75 -3.06
C -4.67 -2.48 -3.82
C -5.02 -3.62 -6.74
H -3.37 -4.93 -8.28
H -1.94 -4.96 -7.15
H -2.60 -3.46 -7.92
H -3.08 -6.40 -5.72
H -4.67 -6.29 -6.32
H -4.70 -6.58 -3.74
H -5.61 -5.16 -4.31
H -2.83 -5.41 -3.16
H -4.27 -4.74 -2.39
H -1.43 -3.34 -3.29
H -2.54 -2.80 -1.99
H -2.09 -1.73 -3.38
H -4.95 -2.36 -2.78
H -5.61 -2.87 -4.15
H -4.46 -1.55 -4.32
H -5.66 -3.39 -5.90
H -5.53 -4.19 -7.53
H -4.70 -2.67 -7.22
C 6.97 -1.19 0.10
C 7.80 0.10 -0.16
C 9.10 -0.17 -0.96
C 8.76 -0.56 -2.37
N 9.83 -1.28 -3.15
C 9.34 -1.46 -4.58
C 8.84 -2.92 -4.74
C 9.82 -3.61 -3.76
C 10.09 -2.69 -2.58
C 11.11 -0.48 -3.10
H 6.43 -1.12 1.03
H 7.69 -1.98 0.28
H 6.31 -1.50 -0.71
H 7.97 0.60 0.80
H 7.14 0.79 -0.72
H 9.51 -1.01 -0.35
H 9.77 0.72 -0.94
H 8.52 0.33 -2.97
H 7.90 -1.25 -2.28
H 10.21 -1.26 -5.18
H 8.66 -0.64 -4.70
H 8.95 -3.29 -5.74
H 7.78 -3.17 -4.56
H 10.73 -3.64 -4.36
H 9.40 -4.59 -3.50
H 11.10 -2.69 -2.20
H 9.36 -2.89 -1.78
H 11.84 -1.06 -3.65
H 11.37 -0.41 -2.08
H 11.03 0.50 -3.58
C -5.01 4.82 -3.12
C -3.68 5.41 -3.48
C -3.29 6.54 -2.67
C -2.09 7.27 -3.35
N -1.28 8.15 -2.40
C -0.30 8.91 -3.38
C 1.15 8.55 -2.86
C 1.00 7.19 -2.19
C -0.37 7.29 -1.49
C -2.09 9.09 -1.60
H -4.90 3.76 -3.35
H -5.84 5.31 -3.64
H -5.13 4.97 -2.04
H -3.74 5.66 -4.51
H -2.92 4.63 -3.36
H -2.79 6.16 -1.78
H -4.08 7.21 -2.38
H -2.51 7.96 -4.09
H -1.39 6.58 -3.76
H -0.59 9.97 -3.36
H -0.45 8.50 -4.39
H 1.50 9.27 -2.09
H 1.83 8.63 -3.72
H 1.77 6.97 -1.46
H 1.08 6.34 -2.86
H -0.27 7.88 -0.56
H -0.85 6.34 -1.29
H -1.52 9.54 -0.80
H -2.92 8.51 -1.27
H -2.41 9.89 -2.25
C 2.00 -0.87 -1.53
C 3.32 -1.20 -0.73
C 3.41 -0.19 0.45
C 2.11 -0.39 1.31
N 1.48 0.80 2.08
C 1.29 1.94 1.07
C 2.39 2.90 1.36
C 3.11 2.46 2.64
C 2.26 1.34 3.22
C 0.23 0.21 2.72
H 2.01 -0.98 -2.62
H 2.00 0.23 -1.48
H 1.03 -1.26 -1.20
H 4.13 -1.01 -1.42
H 3.26 -2.23 -0.36
H 3.42 0.77 -0.01
H 4.35 -0.33 0.99
H 2.33 -1.13 2.07
H 1.29 -0.74 0.74
H 0.34 2.42 1.35
H 1.23 1.55 0.06
H 1.94 3.88 1.47
H 3.12 2.94 0.57
H 3.16 3.28 3.35
H 4.12 2.05 2.47
H 1.51 1.79 3.86
H 2.69 0.52 3.82
H -0.32 -0.41 1.99
H -0.37 1.09 3.04
H 0.59 -0.29 3.60
C -1.85 12.36 5.01
C -2.89 11.32 5.35
C -2.41 9.90 5.23
C -3.52 8.89 5.56
N -3.30 7.46 5.19
C -4.52 6.65 5.24
C -4.41 5.75 6.51
C -3.28 6.43 7.31
C -2.33 6.88 6.21
C -2.78 7.33 3.81
H -1.51 12.28 3.95
H -0.96 12.20 5.62
H -2.24 13.35 5.15
H -3.73 11.45 4.66
H -3.28 11.58 6.35
H -1.55 9.82 5.92
H -1.94 9.80 4.23
H -4.41 9.22 5.02
H -3.74 8.92 6.63
H -4.64 6.14 4.29
H -5.28 7.37 5.36
H -4.10 4.79 6.17
H -5.40 5.66 6.97
H -2.74 5.76 8.00
H -3.67 7.29 7.89
H -1.87 6.06 5.66
H -1.64 7.62 6.56
H -1.75 7.61 3.89
H -3.28 7.95 3.07
H -2.82 6.31 3.36
Cl -1.16 3.57 3.45